Record 1
This record from the OMol25 dataset describes a molecular structure, C18H24IN4ORu in a non-equilibrium geometry. The level of theory is ωB97M-V with the def2-TZVPD basis set.

```
49
C18H24IN4ORu | the OMol25 dataset | ωB97M-V with the def2-TZVPD basis set
C 1.5672 0.0670 -3.5816
I -2.9299 -0.2040 -2.4473
H 0.7114 -0.1377 -4.3698
H 2.1392 -0.9249 -3.4494
H 2.0103 1.0756 -3.9164
C -1.2792 3.8525 0.7360
C -2.5421 3.3630 0.4814
N -2.3504 2.1111 -0.0461
C -1.0276 1.7721 -0.1952
N -0.3752 2.8750 0.3451
H -1.0282 4.7964 1.1552
H -3.5286 3.7454 0.6745
C 1.6642 -3.4551 0.4706
C 0.7147 -1.7781 -0.7344
N 1.5008 -2.0900 0.3617
H 0.8474 -5.0589 -0.8404
N 0.3994 -3.0050 -1.2548
H 2.2689 -3.9271 1.2264
Ru -0.6353 -0.0849 -1.1069
C 1.1025 0.3778 -2.1781
O 2.1110 0.8233 -1.4670
C 0.9874 -4.0263 -0.5382
C -0.3708 -3.2628 -2.4578
H -0.6703 -4.3041 -2.4061
H 0.2624 -3.1180 -3.3305
H -1.2409 -2.6227 -2.5203
C 2.0863 -1.1978 1.3422
H 3.1222 -1.4934 1.5082
H 1.5597 -1.2752 2.2931
H 2.0453 -0.1862 0.9632
C 1.0161 3.0781 0.7081
H 1.2743 4.1107 0.4728
H 1.6444 2.3877 0.1583
H 1.1383 2.9577 1.7888
C -3.5445 1.3112 -0.3020
H -3.4600 0.3200 0.1405
H -3.6119 1.2871 -1.4275
H -4.4065 1.8876 0.0296
C -2.1152 -1.6769 3.5876
C -2.4719 -2.2320 2.3501
C -1.9879 -1.6619 1.1523
C -1.1620 -0.5684 1.0761
C -0.8220 0.0347 2.3299
C -1.3163 -0.5294 3.5736
H -2.4403 -2.1194 4.5543
H -3.0980 -3.1112 2.3548
H -2.2563 -2.1327 0.2089
H -0.1622 0.9035 2.3748
H -1.0349 -0.0526 4.5559
```

Output
* HOMO (spin up / spin down): 2.48 / -2.86 eV
* Kohn-Sham gap (spin up / spin down): 1.577 / 7.043 eV
* spin multiplicity: 6
* energy relative to the best compared isomer or geometry (same formula, charge and spin): 26.9 kcal/mol
* net charge: -2
* F_max: 0.1012 Eh/bohr

***

Record 2
This record from the OMol25 dataset describes 11 unconnected molecules or ions with the total composition C28H74N3O10S2 in a non-equilibrium geometry. The level of theory is ωB97M-V with the def2-TZVPD basis set.

```
117
C28H74N3O10S2 | the OMol25 dataset | ωB97M-V with the def2-TZVPD basis set
C -3.3290 1.0472 -1.2834
C -1.9595 1.3293 -0.5513
C -1.0456 0.0118 -0.5508
C -0.4050 -0.0550 -2.0042
N 0.5309 -1.1974 -2.2209
C 1.8801 -0.7976 -2.6353
C 2.5793 0.2904 -1.7314
C 4.0973 -0.0611 -1.4923
C 4.8617 1.0882 -0.7024
C 4.9853 0.7690 0.8118
N 4.3548 -0.3022 1.3688
C 4.6167 -0.3680 2.7497
C 4.0170 -1.5057 3.6446
C 3.5778 -1.0311 5.0913
C 2.0006 -1.1400 5.2585
C 5.4871 0.7231 3.0401
N 5.6896 1.3896 1.7985
C 0.5142 -2.1754 -1.1888
S 1.6015 -2.3572 0.0444
S -0.8718 -3.4056 -1.2710
C -0.2101 -4.9915 -1.9462
C 1.1459 -5.4828 -1.3164
C 1.0432 -5.8846 0.2024
H -4.1362 0.6810 -0.5990
H -3.2421 0.2934 -2.1252
H -3.7211 1.9909 -1.7577
H -1.4205 2.1255 -1.1323
H -2.1171 1.6522 0.5083
H -1.7717 -0.8354 -0.3968
H -0.2831 0.0965 0.2612
H -1.2852 -0.2316 -2.6904
H 0.0016 0.9465 -2.2823
H 1.8046 -0.3906 -3.6855
H 2.5507 -1.6982 -2.7278
H 2.5847 1.2574 -2.3157
H 2.0421 0.4959 -0.7734
H 4.5907 -0.1358 -2.4990
H 4.1823 -1.0566 -0.9899
H 5.8963 1.1114 -1.1491
H 4.3549 2.0699 -0.8632
H 3.7529 -1.0221 0.9576
H 3.1574 -1.9920 3.1011
H 4.8091 -2.3018 3.7381
H 4.0280 -1.7525 5.8175
H 3.9791 -0.0155 5.3455
H 1.5915 -0.0951 5.2553
H 1.7478 -1.6807 6.2102
H 1.5118 -1.7357 4.4389
H 5.9143 0.9609 4.0318
H 6.2820 2.2147 1.6641
H -0.9657 -5.7975 -1.7732
H -0.0272 -4.8402 -3.0436
H 1.4339 -6.4226 -1.8747
H 1.9955 -4.7656 -1.4968
H 0.9054 -5.0176 0.8899
H 0.2510 -6.6730 0.3264
H 2.0116 -6.3981 0.4689
C 6.5762 4.0634 -2.4363
O 5.8488 3.8987 -1.2172
H 5.9972 4.6995 -3.1026
H 7.5388 4.5349 -2.2309
H 6.7316 3.0908 -2.9092
H 6.3776 3.3342 -0.6430
C -5.2733 -0.0527 -4.2956
O -4.3214 -0.9863 -3.8000
H -5.5429 0.6326 -3.4924
H -4.8373 0.5133 -5.1232
H -6.1681 -0.5803 -4.6363
H -4.0999 -1.5789 -4.5298
C -4.8572 -4.8287 -5.6851
O -4.2638 -3.6244 -5.2123
H -5.8871 -4.6208 -5.9688
H -4.3102 -5.1960 -6.5566
H -4.8463 -5.5832 -4.8950
H -3.3547 -3.8308 -4.9668
C 7.0847 -3.9669 1.8853
O 7.4771 -2.9064 2.7503
H 7.6865 -4.8438 2.1148
H 6.0282 -4.2038 2.0408
H 7.2500 -3.6788 0.8438
H 6.9328 -2.1424 2.5293
C -7.0116 2.1016 -0.7153
O -6.3562 2.7134 -1.8255
H -6.8838 1.0230 -0.7828
H -6.5690 2.4599 0.2177
H -8.0749 2.3394 -0.7365
H -6.4838 3.6645 -1.7427
C -10.1251 1.8274 1.5570
O -9.1742 0.9440 0.9664
H -9.6620 2.8049 1.6856
H -10.9959 1.9254 0.9082
H -10.4309 1.4419 2.5335
H -9.6057 0.0889 0.8632
C 3.7002 7.0159 -3.0012
O 2.9400 6.0384 -2.2988
H 3.0180 7.6751 -3.5343
H 4.2895 7.6034 -2.2926
H 4.3608 6.5233 -3.7200
H 3.5652 5.4686 -1.8359
C 4.1697 4.9447 1.8857
O 5.5505 4.7709 1.5796
H 4.0218 4.7580 2.9481
H 3.8639 5.9665 1.6538
H 3.5677 4.2373 1.3078
H 5.6566 4.9428 0.6332
C -14.0594 3.0929 0.0371
O -12.6893 2.9146 -0.3051
H -14.1725 2.9426 1.1094
H -14.3788 4.1055 -0.2205
H -14.6744 2.3635 -0.4957
H -12.6122 3.0517 -1.2558
C 2.6823 -3.5161 8.3459
O 1.4562 -2.8002 8.4340
H 3.4652 -2.8278 8.0295
H 2.9420 -3.9321 9.3219
H 2.5920 -4.3216 7.6120
H 0.7797 -3.4265 8.7151
```

Output
* HOMO: -10.41 eV
* Kohn-Sham gap: 7.561 eV
* net charge: +1
* F_max: 0.0563 Eh/bohr